# C5H8N

An isolated ion of composition C5H8N and charge +1 (ωB97M-V/def2-TZVPD, the OMol25 dataset).

Properties
Kohn-Sham gap (eV): 11.27
SMILES: CC#[N+]C1CC1
Total charge: +1
Multiplicity: 1
LUMO level (eV): -3.8

```
14
Properties=species:S:1:pos:R:3:forces:R:3
C -0.6648 -1.0006 -0.0896 1.57 0.24 -0.44
C 0.4115 -1.9374 -0.6349 0.37 -0.15 -1.44
C -0.0699 1.4897 -0.0683 -0.99 -5.44 -0.02
C 0.1153 -1.9424 0.7912 1.89 2.54 -0.02
H 0.8939 -1.5389 1.4567 -0.47 0.14 -0.52
H -0.4298 -2.6317 1.2703 -1.96 -2.75 1.34
N -0.4176 0.3743 -0.0972 1.54 3.40 0.33
H 1.1255 3.3666 -0.3058 -1.72 -1.49 0.06
H -0.0514 3.2105 0.9942 -0.13 0.05 1.21
H -1.6235 -1.2274 -0.4610 -1.09 -0.19 0.09
C 0.1318 2.8501 0.0115 0.56 3.65 -1.37
H -0.0687 -2.6315 -1.3163 0.30 -0.33 0.27
H 1.4083 -1.6154 -0.9914 -0.87 0.17 0.40
H -0.7607 3.2340 -0.5592 1.01 0.16 0.09
```
Positions in Å, forces in eV/Å.

=====

# C5H8N

An isolated ion of composition C5H8N and charge +1 (ωB97M-V/def2-TZVPD, the OMol25 dataset).

Properties
Kohn-Sham gap (spin up / spin down) (eV): 9.53 / 8.69
Total charge: +1
Multiplicity: 1
LUMO level (spin up / spin down) (eV): -5.4 / -5.9

```
14
Properties=species:S:1:pos:R:3:forces:R:3
H -2.5805 0.6736 2.0339 -1.41 0.03 0.26
C 0.1289 -0.0651 0.0455 -3.20 1.54 3.01
C -1.6101 0.9111 1.7099 1.62 0.04 -0.47
C 2.1915 -0.1156 -1.1091 0.58 -0.27 0.35
H -0.9436 0.8459 2.6066 -0.24 -0.22 -1.03
C -1.2378 0.0016 0.5642 -0.39 -1.47 -0.36
H -1.5905 -1.5799 -1.0540 -0.61 0.51 0.78
H -1.5127 1.9208 1.2941 -0.35 0.00 0.40
H 2.9627 -0.8421 -0.9893 0.08 -1.11 0.48
H 2.4221 0.6747 -0.4582 0.17 1.09 0.95
H 0.4337 -1.1556 -1.5337 0.01 -0.57 -0.14
H 2.3573 0.2302 -2.1012 -0.86 0.32 -1.03
C -1.8480 -0.9095 -0.2117 1.72 1.24 0.72
N 0.8271 -0.5900 -0.7972 2.88 -1.14 -3.92
```
Positions in Å, forces in eV/Å.

=====

# C5H8N

An isolated ion of composition C5H8N and charge +1 (ωB97M-V/def2-TZVPD, the OMol25 dataset).

Properties
Kohn-Sham gap (spin up / spin down) (eV): 7.20 / 7.63
Total charge: +1
Multiplicity: 1
LUMO level (spin up / spin down) (eV): -5.9 / -5.6

```
14
Properties=species:S:1:pos:R:3:forces:R:3
H -1.5190 0.1378 -1.3224 1.21 1.55 1.10
C 0.2570 0.0423 -0.0610 -0.49 -0.86 0.48
H 3.7151 0.6009 0.3053 1.01 -0.28 0.05
H -2.1439 0.1037 1.0810 -0.16 -0.24 0.23
H 0.6505 -1.9286 0.6200 0.45 -0.93 0.90
C 0.0160 -1.4499 -0.0700 -2.82 0.19 -0.78
C -1.5310 0.8948 0.7028 1.98 0.94 1.57
H -0.5268 1.7472 -1.0902 -1.17 -0.58 0.68
C -0.9361 0.8306 -0.5775 1.17 -0.34 -4.75
H 0.0879 -1.9602 -1.0912 0.15 1.00 1.13
N 1.6096 0.3897 0.0266 -1.57 -0.49 -0.66
C 2.7683 0.3258 -0.0751 -1.93 1.08 0.48
H -1.3310 1.7792 1.3127 -0.23 -0.41 0.02
H -1.1163 -1.5134 0.2389 2.40 -0.64 -0.46
```
Positions in Å, forces in eV/Å.

=====

# C5H8N

An isolated ion of composition C5H8N and charge +1 (ωB97M-V/def2-TZVPD, the OMol25 dataset).

Properties
Kohn-Sham gap (spin up / spin down) (eV): 8.62 / 7.07
Total charge: +1
Multiplicity: 1
LUMO level (spin up / spin down) (eV): -5.0 / -5.9

```
14
Properties=species:S:1:pos:R:3:forces:R:3
C 0.3474 -0.8164 -1.9206 -2.87 -0.59 -1.25
N 0.0488 0.1910 1.8208 -1.28 1.16 -2.64
H 1.1362 0.4925 3.5066 1.90 2.30 1.55
H 0.9709 -1.5650 -1.4543 0.61 -0.01 0.16
C 0.5252 -0.0716 2.9427 -1.60 -5.44 0.85
H 0.2644 -1.1383 3.2449 0.61 1.51 0.10
H -0.7416 -1.3081 -1.9115 2.39 0.89 -0.82
C 0.2404 0.4627 -1.2129 -0.08 -0.77 0.79
C -0.5513 0.3772 0.8150 1.16 0.89 0.57
C -0.9682 0.8874 -0.4389 -0.14 -3.25 -1.69
H -1.8472 0.3429 -0.7919 0.10 -0.79 -0.03
H 1.1975 0.9055 -1.1395 0.55 1.36 0.50
H -1.4242 1.7912 -0.4997 -0.31 3.55 0.39
H 0.8017 -0.5509 -2.9608 -1.02 -0.81 1.52
```
Positions in Å, forces in eV/Å.

=====

# C5H8N

An isolated ion of composition C5H8N and charge +1 (ωB97M-V/def2-TZVPD, the OMol25 dataset).

Properties
Kohn-Sham gap (eV): 9.28
SMILES: C=C[C@H]1[NH+]=C1C
Total charge: +1
Multiplicity: 1
LUMO level (eV): -5.0

```
14
Properties=species:S:1:pos:R:3:forces:R:3
C -2.2326 -0.7102 -0.1806 0.28 -0.14 -1.59
C 0.2608 0.3209 0.6729 4.42 -1.14 -0.16
H -0.7129 2.3748 -0.1793 0.41 -2.30 0.47
H -1.8919 -1.7445 0.0264 -0.63 0.56 -0.32
H 2.9830 0.2996 0.8087 0.70 0.00 -0.04
H 3.4657 -0.5496 -0.7992 0.20 -0.07 -0.39
C 2.7270 -0.1534 -0.1397 -3.66 0.09 0.82
C 1.3724 -0.2265 -0.2973 -0.85 0.22 -0.29
H 0.6852 0.4200 1.6888 -1.31 -0.08 -0.08
C -1.1213 0.1657 0.1571 1.59 2.46 0.05
N -0.5694 1.3426 0.1166 -2.94 0.82 -0.98
H 0.7323 -0.6113 -1.1377 1.75 -0.04 0.07
H -2.7041 -0.5414 -1.2210 1.15 -0.27 1.48
H -2.9940 -0.3867 0.4843 -1.10 -0.09 0.96
```
Positions in Å, forces in eV/Å.

=====

# C5H8N

A 2-piece molecular cluster, C5H8N overall (ωB97M-V/def2-TZVPD, the OMol25 dataset).

Properties
Kohn-Sham gap (spin up / spin down) (eV): 8.21 / 8.21
Total charge: +1
Multiplicity: 1
LUMO level (spin up / spin down) (eV): -5.4 / -5.4

```
14
Properties=species:S:1:pos:R:3:forces:R:3
H -1.6387 0.2815 0.7708 -0.53 0.42 1.10
C 0.1934 -1.6504 -0.5237 -1.82 -0.95 -3.64
C -0.1709 3.0515 -0.0881 -0.20 2.20 -1.18
N -0.5286 1.9394 0.3281 -0.20 1.08 0.49
H -0.1578 -3.7592 -0.2915 0.18 0.43 0.27
H -0.4261 3.2730 -1.1888 0.85 -0.15 1.79
H -0.3298 -1.7001 -1.6613 1.70 0.48 3.23
H 1.1808 -0.4613 0.8732 2.37 0.28 2.08
H 0.8279 0.3676 -0.8407 1.23 -0.38 0.70
C 0.7716 -0.3949 -0.0538 -4.34 0.54 -1.80
C -0.7118 0.8337 0.7544 1.05 -3.86 -2.16
H 0.5658 -2.7655 1.1305 0.56 -0.60 1.13
C 0.2158 -2.8254 0.1380 -0.41 1.24 -0.98
H 0.2083 3.8100 0.6529 -0.44 -0.73 -1.05
```
Positions in Å, forces in eV/Å.

=====

Looking at electronic energy for the records above, in order, we have -6795.588 -6792.342 -6792.750 -6792.612 -6794.224 -6792.786 eV.
Looking at ΔE to the lowest compared entry with this formula, charge and spin for the records above, in order, we have 57.7 132.5 123.1 126.3 89.1 122.3 kcal/mol.
Looking at max |F| for the records above, in order, we have 5.53 5.00 4.90 5.73 4.56 4.73 eV/A.